Below is CH2IN in the gas phase at a distorted geometry, with properties calculated with the ωB97M-V functional and the def2-TZVPD basis.

```
5
Properties=species:S:1:pos:R:3:forces:R:3
C -0.825744 -0.091216 0.037609 5.818 2.423 0.591
N 0.677367 0.783165 0.129442 -2.860 -1.404 0.293
I 2.274889 -0.324559 -0.101710 0.218 -0.464 -0.180
H -1.337239 0.743643 -0.218268 -2.699 1.369 -0.890
H -0.789275 -1.111031 0.152928 -0.477 -1.924 0.187
```
Positions in Å, forces in eV/Å.

Properties
Energy relative to the best compared isomer or geometry (same formula, charge and spin) (kJ/mol): 283.2
HOMO level (spin up / spin down) (eV): -8.463 / -9.146
Total charge: 0
Spin multiplicity: 3
Frontier orbital gap (spin up / spin down) (Eh): 0.317 / 0.269

---

Below is 7 unconnected molecules or ions with the total composition C9H29F3N10O8 at a distorted geometry, with properties calculated with the ωB97M-V functional and the def2-TZVPD basis.

```
59
Properties=species:S:1:pos:R:3:forces:R:3
O 0.086308 -0.276199 0.802462 -1.081 -0.761 0.844
H 0.737441 -0.474925 0.056458 0.633 0.800 -1.137
H -0.556885 -1.045183 0.897845 0.485 0.043 -0.103
H -0.452080 0.557202 0.654981 0.638 0.404 -0.174
C 2.567942 0.491076 -1.509070 0.799 -1.513 0.156
O 2.754259 1.340767 -0.384712 -0.304 0.684 -0.272
O 1.486474 -0.247637 -1.345035 -0.901 -0.207 0.213
C 2.553077 1.263391 -2.839781 -0.980 0.266 -0.632
F 2.125935 0.483417 -3.864079 0.245 -0.109 0.344
F 1.689810 2.307108 -2.816941 0.512 0.010 -0.072
F 3.760833 1.719887 -3.215664 0.006 0.164 0.184
C 3.985019 2.032472 -0.271437 -0.221 0.831 0.734
C 3.923197 2.814663 1.032772 -0.234 -0.355 0.655
H 4.846024 3.370685 1.197674 0.024 -0.089 0.066
H 3.087442 3.513216 1.124523 0.039 0.110 -0.613
H 3.727526 2.137080 1.868874 0.425 -0.098 -0.019
H 4.133502 2.779170 -1.058606 0.030 -0.408 -0.325
H 4.818013 1.324434 -0.235825 0.024 0.022 -0.225
H 3.485313 -0.138257 -1.595023 0.177 0.167 0.041
C -0.212789 -2.639825 -3.600928 0.180 -0.150 0.194
O -0.909999 -3.549093 -4.038002 0.122 0.233 -0.036
N 1.119090 -2.502287 -3.852346 0.052 0.173 0.101
N -0.691493 -1.677441 -2.736104 -0.111 -0.509 -0.227
H 1.608595 -1.692755 -3.503032 -0.035 -0.031 -0.019
H 1.596447 -3.138315 -4.460409 -0.185 -0.104 -0.072
H -1.661070 -1.784454 -2.495784 0.007 0.137 0.140
H -0.034636 -1.230024 -2.108145 0.059 0.520 -0.066
C -3.501120 -0.438269 1.070103 -0.143 -1.102 -0.567
O -2.666741 -0.291679 1.955545 -0.144 0.344 -0.106
N -4.568976 -1.282703 1.245897 0.596 0.739 0.440
N -3.361779 0.083952 -0.182137 0.261 0.517 -0.062
H -5.192035 -1.547215 0.509459 -0.024 -0.145 0.018
H -4.515633 -1.772899 2.120852 -0.379 -0.236 -0.114
H -2.651754 0.796476 -0.291432 0.020 0.023 0.161
H -4.113068 0.115189 -0.847137 -0.151 -0.146 0.130
C -0.596189 0.704953 4.561214 -0.323 0.590 -0.055
O -0.153138 1.077619 5.639552 0.266 -0.420 -0.205
N -1.386751 1.508100 3.796497 -0.394 0.565 -0.291
N -0.340976 -0.502139 3.970729 0.279 -0.004 0.483
H -1.894797 1.194661 2.984414 0.224 -0.226 0.016
H -1.544527 2.452047 4.093084 0.087 -0.081 0.308
H -0.923093 -0.808665 3.211195 0.001 -0.180 0.027
H 0.178159 -1.149574 4.533929 -0.133 -0.170 -0.076
C -1.099193 -3.735714 0.561080 2.200 0.358 0.077
O -1.153193 -2.534987 0.860569 -0.662 -0.548 0.041
N -0.862131 -4.138554 -0.710321 -0.641 0.008 0.309
N -1.006742 -4.696717 1.536909 -0.705 0.066 -0.465
H -0.743170 -3.430763 -1.419135 -0.212 -0.029 -0.046
H -0.724799 -5.099444 -0.959294 -0.012 -0.019 -0.041
H -0.694965 -4.399380 2.442322 -0.188 0.046 0.074
H -0.874701 -5.654074 1.269607 0.135 -0.046 0.131
C -0.748490 3.068106 -0.186524 0.262 0.241 -1.257
O -1.041069 2.023307 0.409253 -0.409 0.056 0.246
N 0.493584 3.313029 -0.663246 -0.929 -0.339 1.083
N -1.713987 3.978159 -0.527603 0.477 -0.520 0.452
H 0.741577 4.196819 -1.061782 0.175 -0.024 -0.048
H 1.183780 2.615347 -0.411832 0.421 0.083 -0.291
H -2.613674 3.861275 -0.101920 -0.100 0.200 -0.132
H -1.483705 4.755567 -1.114515 -0.260 0.172 0.081
```
Positions in Å, forces in eV/Å.

Properties
Energy relative to the best compared isomer or geometry (same formula, charge and spin) (kJ/mol): 0.0
HOMO level (eV): -8.741
Total charge: 0
Frontier orbital gap (Eh): 0.331